(1)
Molecular formula: C18H18Cl9N3
Method: DFT, ωB97M-V/def2-TZVPD

Output
SMILES: ClC(Cl)Cl.ClC(Cl)Cl.ClC(Cl)Cl.c1ccncc1.c1ccncc1.c1ccncc1

Structure (ORCA input):
```
! RIJCOSX wB97M-V def2-TZVPD def2/J DEFGRID3
* xyz 0 1
N 3.7267 1.8021 -1.4243
C 2.9317 1.7887 -0.3637
C 2.1364 2.8898 -0.0293
C 2.1426 3.9624 -0.9146
C 2.9766 3.9597 -2.0167
C 3.7591 2.8364 -2.2510
H 3.0695 0.9457 0.3008
H 1.5181 2.9267 0.8568
H 1.6310 4.8985 -0.7208
H 3.0259 4.7613 -2.7445
H 4.3738 2.7455 -3.1376
N 1.8871 2.4294 5.4287
C 3.0944 2.9821 5.3635
C 3.9764 2.8069 4.2866
C 3.6492 1.9433 3.2546
C 2.3785 1.3752 3.3425
C 1.5284 1.6866 4.3783
H 3.3895 3.5253 6.2519
H 4.9116 3.3429 4.3930
H 4.3269 1.7124 2.4467
H 2.0330 0.6543 2.6090
H 0.5157 1.3140 4.2616
N -1.0912 -4.9477 -2.1029
C -1.6239 -5.5909 -3.1622
C -2.9221 -6.0832 -3.1581
C -3.6940 -5.9454 -2.0188
C -3.1301 -5.4265 -0.8830
C -1.8357 -4.8733 -1.0099
H -0.9831 -5.8681 -3.9878
H -3.2647 -6.6628 -4.0051
H -4.6922 -6.3673 -1.9638
H -3.6271 -5.2875 0.0656
H -1.5333 -4.1443 -0.2662
C -0.0815 2.7211 -3.6772
Cl -0.7615 2.5067 -2.0502
Cl -1.3984 2.9300 -4.8561
Cl 0.9501 1.3625 -4.1444
H 0.5548 3.5930 -3.7412
C -5.5808 -1.3163 0.9838
Cl -7.2356 -0.9228 1.5495
Cl -5.6447 -1.4038 -0.8010
Cl -5.1050 -2.8916 1.6078
H -4.9037 -0.5565 1.3475
C -1.0748 -0.3338 0.5223
Cl -2.0347 -0.4912 1.9823
Cl -1.7374 -1.2734 -0.7794
Cl 0.6311 -0.6975 0.8272
H -1.1625 0.6813 0.1500
*
```

Now the natural (NBO) charges, all in e: number 1, N, carries -0.42; number 2, C, carries 0.04; number 3, C, carries -0.26; number 4, C, carries -0.17; number 5, C, carries -0.28; number 6, C, carries 0.04; number 7, H, carries 0.19; number 8, H, carries 0.23; number 9, H, carries 0.22; number 10, H, carries 0.22; number 11, H, carries 0.20; number 12, N, carries -0.41; number 13, C, carries 0.03; number 14, C, carries -0.26; number 15, C, carries -0.18; number 16, C, carries -0.27; number 17, C, carries 0.02; number 18, H, carries 0.19; number 19, H, carries 0.22; number 20, H, carries 0.23; number 21, H, carries 0.22; number 22, H, carries 0.19; number 23, N, carries -0.42; number 24, C, carries 0.03; number 25, C, carries -0.26; number 26, C, carries -0.18; number 27, C, carries -0.25; number 28, C, carries 0.04; number 29, H, carries 0.19; number 30, H, carries 0.22; number 31, H, carries 0.22; number 32, H, carries 0.22; number 33, H, carries 0.19; number 34, C, carries -0.27; number 35, Cl, carries 0.00; number 36, Cl, carries 0.01; number 37, Cl, carries 0.03; number 38, H, carries 0.23; number 39, C, carries -0.26; number 40, Cl, carries 0.00; number 41, Cl, carries 0.01; number 42, Cl, carries 0.02; number 43, H, carries 0.23; number 44, C, carries -0.30; number 45, Cl, carries 0.01; number 46, Cl, carries 0.05; number 47, Cl, carries 0.02; number 48, H, carries 0.23


(2)
Molecular formula: C7H12NO3
Method: DFT, ωB97M-V/def2-TZVPD

Structure (ORCA input):
```
! RIJCOSX wB97M-V def2-TZVPD def2/J DEFGRID3
* xyz 1 1
C 4.3149 -0.1624 0.1726
C 3.1689 0.5224 0.4334
C 3.9820 -1.3050 -0.5146
C 2.1581 -0.3272 0.0077
C -3.3120 -0.5910 1.0070
C -2.9519 0.6261 0.3048
C 0.7493 -0.0450 -0.1344
N -2.4298 0.2863 -1.0725
O 2.6916 -1.3862 -0.6751
O 0.4141 1.1957 0.1907
O -0.0568 -0.8424 -0.5683
H 5.3363 0.2757 0.3037
H 3.1409 1.3742 0.9667
H 4.6810 -2.0667 -1.0690
H -3.5201 -0.4511 2.1431
H -2.6967 -1.4048 0.7099
H -4.4083 -0.6914 0.7706
H -3.7594 1.3452 0.2980
H -2.8324 -0.4518 -1.7127
H -1.5482 -0.1804 -0.8547
H -2.2172 1.1103 -1.6496
H 1.1054 1.8883 0.3118
H -2.0098 1.2813 0.6308
*
```

Now the natural (NBO) charges, all in e: number 1, C, carries -0.32; number 2, C, carries -0.22; number 3, C, carries 0.18; number 4, C, carries 0.08; number 5, C, carries -0.67; number 6, C, carries -0.21; number 7, C, carries 0.77; number 8, N, carries -0.72; number 9, O, carries -0.34; number 10, O, carries -0.70; number 11, O, carries -0.62; number 12, H, carries 0.25; number 13, H, carries 0.23; number 14, H, carries 0.24; number 15, H, carries 0.27; number 16, H, carries 0.23; number 17, H, carries 0.24; number 18, H, carries 0.23; number 19, H, carries 0.44; number 20, H, carries 0.46; number 21, H, carries 0.43; number 22, H, carries 0.53; number 23, H, carries 0.22


Table of ΔE to the lowest compared entry with this formula, charge and spin (kcal per mole), in record order: 11.7, 5.4
Table of gap between HOMO and LUMO (eV), in record order: 9.6, 9.3
Table of E_LUMO (eV), in record order: 0.266, -3.079